[1]
Density functional theory data (ωB97M-V with the def2-TZVPD basis set) for C11H24ClO3P2W as an isolated structure at a distorted geometry.

Structure (XYZ):
```
42
Properties=species:S:1:pos:R:3:forces:R:3:lowdin_charge:R:1
C 0.1667 -0.3018 -4.1754 -1.1 0.5 -0.6 -0.0160
C 0.0978 0.5831 -2.9560 5.9 0.3 0.2 -0.6928
H 1.1649 -0.1805 -4.6202 -0.4 0.1 0.1 0.1215
H -0.6363 0.0870 -4.8635 0.8 -0.7 0.2 0.1366
H -0.0249 -1.3849 -3.9584 -0.1 1.1 0.0 0.0968
O 1.0216 1.2606 -2.5234 -3.5 -1.8 -1.0 0.0370
Cl -1.2553 0.1439 -1.8693 -1.0 -0.3 1.9 0.7498
W -0.1155 -0.1064 0.7290 -3.5 2.2 -1.0 1.1284
P -0.1912 2.4060 0.4392 -0.1 2.8 -0.9 0.7243
C 1.3955 3.1916 0.8937 -0.1 -0.5 0.3 -0.2169
C -0.5576 3.3156 -1.1321 0.0 -0.8 -0.5 -0.2288
H -0.6237 4.3962 -0.9438 0.0 -0.4 0.3 0.0877
H -1.6719 4.1806 1.1446 0.1 -0.4 0.2 0.0855
H -1.4973 2.9589 -1.5812 0.3 0.3 0.2 0.0527
H -2.4253 2.5494 1.3542 0.1 0.4 0.1 0.0594
H 2.1594 2.8221 0.1908 -0.1 0.3 0.3 0.0650
H 0.2588 3.1410 -1.8354 -0.2 0.2 0.1 0.0368
C -1.5067 3.1432 1.4760 0.1 -0.7 0.5 -0.2106
H 1.2805 4.2853 0.8090 0.1 -0.4 0.1 0.0908
H -1.1789 3.1054 2.5223 -0.3 0.2 -0.1 0.0635
H 1.6468 2.8882 1.9212 0.2 0.4 -0.3 0.0625
P -0.0610 -2.4298 0.2771 0.3 -4.2 -1.1 0.6807
C 1.4693 -3.2925 0.8199 0.1 0.5 0.2 -0.2042
C -1.4030 -3.3378 1.1338 -0.3 0.5 0.3 -0.1978
H -1.1555 -2.5790 -1.9020 0.2 -0.2 0.1 0.0343
H -0.2522 -4.0700 -1.5147 0.1 0.2 0.2 0.0872
H 0.6281 -2.6076 -2.0504 -0.1 -0.1 0.1 0.0576
C -0.2275 -2.9740 -1.4690 -0.1 0.5 -0.1 -0.2381
H -2.3417 -2.7732 1.0503 0.1 -0.3 0.0 0.0592
H -1.5326 -4.3366 0.6927 0.2 0.3 0.0 0.0908
H 1.3894 -4.3718 0.6065 -0.1 0.4 0.1 0.0934
H 1.6000 -3.1324 1.8996 0.1 -0.2 -0.2 0.0675
H -1.1559 -3.4338 2.1987 -0.1 -0.1 -0.2 0.0697
H 2.3309 -2.8650 0.2856 -0.2 -0.3 0.1 0.0629
C 1.8224 -0.0515 0.8520 9.2 0.5 0.7 -0.2179
O 2.9992 0.0003 0.9729 -6.4 -0.3 -0.7 0.2403
C -0.5049 -0.2384 3.6401 0.5 0.0 0.9 0.0161
C -1.2988 -0.2075 2.3897 -7.0 0.0 0.9 -0.4787
O -2.5530 -0.1857 2.2988 5.6 -0.1 -0.6 0.1504
H 0.5612 -0.1700 3.4328 0.5 0.0 0.3 0.0786
H -0.7041 -1.1941 4.1923 0.1 0.6 -0.5 0.1571
H -0.8025 0.6368 4.2747 0.2 -0.6 -0.5 0.1579
```
Positions in Å, forces in eV/Å.

Computed properties:
Kohn-Sham gap (spin up / spin down): 5.875 / 6.471 eV
E: -50831.291 eV
charge: +3
LUMO level (spin up / spin down): -14.427 / -14.157 eV
M: 485.55 g/mol
spin multiplicity: 3

=====

[2]
Density functional theory data (ωB97M-V with the def2-TZVPD basis set) for the molecule C19H18FNO4 at a distorted geometry.

Structure (XYZ):
```
43
Properties=species:S:1:pos:R:3:forces:R:3:lowdin_charge:R:1
C 0.6118 2.8240 4.9441 0.0 -0.9 0.4 -0.0755
C 0.2481 2.6995 3.3866 -0.4 0.2 0.6 -0.3699
O -1.2261 2.6504 3.3009 0.9 -1.0 -0.4 -0.1065
C 0.7038 3.9486 2.4864 0.8 -0.3 1.4 -0.1704
N 1.1382 3.5116 1.1212 -1.0 1.1 0.1 -0.0893
C 0.4969 4.3029 0.0287 0.7 0.7 -1.4 -0.1844
C 0.3841 3.4835 -1.3715 0.7 1.0 0.0 -0.1642
O -0.8684 2.7405 -1.4999 1.6 -2.6 0.1 -0.1238
C -0.5651 1.3532 -1.3393 0.3 -3.8 1.3 -0.1934
C -0.4335 0.8407 0.1267 0.3 -2.1 -1.2 0.0995
C -0.1063 -0.6209 0.5120 -0.4 1.5 -3.8 -0.0770
F 0.0022 -0.9922 1.8800 -0.3 1.0 -3.5 -0.0001
C 0.0600 -1.6343 -0.6691 -0.3 1.9 0.6 0.0182
C -0.0985 -1.1658 -2.1477 -0.2 1.7 2.2 -0.0196
C -0.3896 0.3362 -2.4954 0.2 -0.6 3.0 0.0865
C 0.0518 -2.3040 -3.2797 0.2 0.1 -1.2 -0.2542
O 0.3793 -2.0679 -4.4674 -1.3 -0.7 4.2 0.0462
C -0.2977 -3.7997 -2.7865 -0.9 -3.5 0.8 -0.0294
C -0.8259 -4.8997 -3.7805 0.5 -0.8 3.6 0.0070
C -1.1696 -6.3083 -3.2296 1.1 1.9 2.0 -0.0580
C -0.9946 -6.7334 -1.7354 1.1 4.2 -0.9 -0.0431
C -0.4442 -5.6670 -0.7609 -0.6 0.7 -3.8 -0.0006
C -0.1257 -4.2590 -1.3109 -0.6 -0.4 -1.0 -0.0484
C 0.4015 -3.1457 -0.2679 0.6 -1.0 0.6 -0.2553
O 1.0267 -3.4747 0.7700 -2.3 1.4 -3.5 0.0510
H 1.6234 3.3228 5.1474 -1.5 -0.5 -0.4 0.0749
H -0.2433 3.3056 5.5548 1.5 -0.5 -1.2 0.0916
H 0.7058 1.7526 5.3745 -0.2 1.7 -0.7 0.0831
H 0.6422 1.6935 2.9970 -0.2 1.7 0.3 0.1352
H -1.4751 1.7262 3.0864 0.1 0.9 0.3 0.0839
H 1.5807 4.4710 3.0348 -1.3 -0.8 -0.8 0.1236
H -0.1639 4.6917 2.4791 1.1 -1.1 -0.2 0.1276
H 2.1533 3.6375 1.0197 -0.8 -0.2 0.2 0.1109
H -0.5179 4.7671 0.3229 1.5 -1.1 -0.4 0.1345
H 1.1934 5.1988 -0.2101 -1.2 -1.1 0.2 0.1208
H 0.4345 4.2099 -2.2702 -0.2 -1.0 1.5 0.1320
H 1.2468 2.7374 -1.5086 -1.1 1.3 0.5 0.1337
H -0.5879 1.5833 0.9733 0.3 -1.0 -1.4 0.0858
H -0.4787 0.7079 -3.5778 0.2 -0.9 1.9 0.1235
H -0.9677 -4.7077 -4.8992 0.3 -0.1 2.0 0.1060
H -1.5629 -7.0837 -3.9617 0.6 1.2 1.1 0.0856
H -1.2568 -7.7646 -1.3279 0.4 1.6 -0.9 0.0930
H -0.2852 -5.8679 0.3506 -0.2 0.3 -1.8 0.1093
```
Positions in Å, forces in eV/Å.

Computed properties:
Kohn-Sham gap: 7.636 eV
E: -32382.327 eV
LUMO level: -1.387 eV
M: 343.35 g/mol
energy relative to the best compared isomer or geometry (same formula, charge and spin): 10.935 eV

=====

[3]
Density functional theory data (ωB97M-V with the def2-TZVPD basis set) for a 4-piece molecular cluster, C3H14N2O4 overall at a distorted geometry.

Structure (XYZ):
```
23
Properties=species:S:1:pos:R:3:forces:R:3:lowdin_charge:R:1
O -0.0041 -1.0299 1.8046 -2.1 0.0 -1.2 0.1463
C -0.6062 -0.6957 0.7662 1.1 -1.4 1.9 -0.3980
N 0.2686 -0.3153 -0.2256 1.5 -1.0 -3.7 0.2482
C 1.6634 -0.9866 -0.3778 0.8 0.0 2.0 -0.1487
N 2.7313 -0.0967 -0.6774 -1.0 -2.0 1.2 0.1210
C -2.0662 -0.7441 0.4868 -0.5 -3.4 3.1 0.0389
H -0.0991 0.0460 -1.1734 0.0 -0.2 1.2 0.1624
H 1.8981 -1.5542 0.5499 -0.5 0.8 -0.3 0.1522
H 1.6840 -1.7497 -1.1098 -1.3 -0.6 -1.3 0.1291
H 2.5128 0.5969 -1.2970 -0.2 2.1 -2.1 0.0687
H 3.2308 0.1908 0.1125 0.7 0.8 1.1 0.0677
H -2.4713 -1.4898 -0.2028 0.8 0.1 -0.3 0.1162
H -2.5598 -1.0444 1.4704 0.8 0.3 -1.0 0.1457
H -2.4422 0.1696 0.2888 -1.1 3.1 -1.1 0.0328
H 2.5079 0.9578 1.9296 -2.7 -1.3 1.7 0.0841
H 1.0633 0.1699 2.5750 -0.3 -0.4 -1.2 -0.0362
O 1.8836 0.6205 2.6712 3.6 2.1 -0.2 -0.0680
H -2.1985 0.9808 -2.6662 -1.5 2.2 0.1 0.0182
H -2.0603 -0.5054 -2.7638 1.8 2.2 0.1 0.1271
O -1.5081 0.3669 -2.6564 0.1 -4.6 0.1 -0.0524
H -1.4117 2.5713 0.6347 -0.2 1.9 2.6 0.0240
H -0.6307 1.4491 0.0027 -1.4 2.0 -0.2 0.0312
O -1.3857 2.0923 -0.1422 1.6 -2.9 -2.3 -0.0105
```
Positions in Å, forces in eV/Å.

Computed properties:
Kohn-Sham gap (spin up / spin down): 10.346 / 5.332 eV
E: -14497.362 eV
charge: +1
LUMO level (spin up / spin down): -4.334 / -9.337 eV
M: 142.15 g/mol
energy relative to the best compared isomer or geometry (same formula, charge and spin): 1.277 eV
spin multiplicity: 2

=====

[4]
Density functional theory data (ωB97M-V with the def2-TZVPD basis set) for the molecule C3H4OS2 at a distorted geometry.

Structure (XYZ):
```
10
Properties=species:S:1:pos:R:3:forces:R:3:lowdin_charge:R:1
O -1.7162 -0.8211 -1.2144 1.0 -0.7 2.4 0.0257
C -1.2642 -0.8686 -0.0719 -1.5 -0.4 -1.6 -0.3281
C -0.6734 0.3226 0.5868 -0.1 0.4 -0.1 -0.4924
S 0.2627 1.4388 -0.4282 -1.0 1.2 -0.1 0.9234
C 1.6703 0.5921 -0.6264 3.4 -1.3 -1.0 -1.0608
S 2.0486 -0.9826 -0.2380 -0.5 1.3 -0.1 0.5977
H -1.3698 -1.7417 0.6713 0.0 0.6 -1.3 0.1463
H -1.4452 0.8677 1.1139 -0.5 0.4 -0.2 0.0955
H -0.0440 0.0116 1.3642 1.2 -0.6 1.1 0.0398
H 2.5313 1.1812 -1.1575 -1.9 -0.8 0.9 0.0530
```
Positions in Å, forces in eV/Å.

Computed properties:
Kohn-Sham gap: 8.613 eV
E: -26892.429 eV
LUMO level: -0.347 eV
M: 120.20 g/mol
energy relative to the best compared isomer or geometry (same formula, charge and spin): 1.460 eV

=====

Question: Which of these has the highest E?
Answer: C3H14N2O4